[1]
Below is a structure of composition C45H35IN3O2PRb in a non-equilibrium geometry, with properties calculated with ωB97M-V/def2-TZVPD.

Geometry as XYZ:
```
88
Properties=species:S:1:pos:R:3:mulliken_charge:R:1
Rb 0.34404 12.60937 19.58600 0.75
C -4.50972 11.15077 18.82514 -0.45
O -4.46171 12.56891 18.67624 -0.41
C -3.20597 12.97984 19.06702 0.30
N -2.35568 12.03959 19.20549 0.20
C -3.00251 10.76404 19.05985 -0.32
C -2.58010 9.82032 17.89567 0.30
C -2.44914 10.34700 16.62126 -0.44
C -2.24671 9.54157 15.50858 -0.67
C -2.03228 8.18567 15.71769 -0.39
C -2.02124 7.68563 16.97771 -0.41
C -2.41235 8.44496 18.06942 -0.51
C -2.97859 14.42488 19.15796 0.07
C -3.92912 15.34953 19.01290 -0.55
C -3.59635 16.69054 19.15563 -0.73
C -2.25601 16.97124 19.51564 -0.61
C -1.38887 15.92991 19.67709 0.61
N -1.73859 14.64718 19.53205 -0.02
C 0.02401 16.23458 20.13567 -0.28
N 0.91009 15.36435 20.18943 0.11
C 2.16161 16.15912 20.69825 -0.42
C 1.71677 17.58826 20.58086 -0.51
O 0.28640 17.56388 20.39529 -0.44
C 3.36912 15.71490 19.81963 0.24
C 4.58294 15.49286 20.42056 -0.45
C 5.63884 15.02128 19.65101 -0.64
C 5.53041 14.86368 18.30358 -0.59
C 4.31863 15.14786 17.68775 -0.35
C 3.25460 15.55685 18.45440 -0.14
H -4.85914 10.75030 17.86415 0.37
H -5.22367 10.90118 19.67001 0.26
H -2.85812 10.22881 20.03301 0.51
H -2.73724 11.38738 16.48823 0.36
H -2.24481 9.91676 14.52156 0.53
H -1.95981 7.53434 14.84455 0.42
H -1.65417 6.61899 17.01780 0.28
H -2.74614 8.04146 19.03101 0.45
H -4.91154 14.96711 18.66996 0.45
H -4.32424 17.44576 19.01055 0.49
H -1.89882 18.01940 19.48929 0.40
H 2.29309 15.74764 21.74534 0.54
H 2.16125 17.86278 19.60811 0.37
H 1.94869 18.26017 21.41252 0.30
H 4.66216 15.59769 21.48791 0.49
H 6.58591 14.76652 20.14948 0.36
H 6.34643 14.35256 17.80202 0.39
H 4.19799 14.96008 16.63693 0.52
H 2.37250 15.88611 17.82785 0.25
I 0.98695 11.20848 16.08538 0.32
C 3.00425 11.74363 16.04025 -0.52
C 3.23759 12.67943 15.05780 -0.61
C 4.53043 13.09117 14.53672 -1.18
C 5.57836 12.41436 15.06833 -0.41
C 5.38391 11.42560 16.12827 0.32
C 6.49791 10.78694 16.64226 -0.83
C 6.48779 10.07163 17.83712 -1.13
C 5.29405 9.97819 18.46333 0.26
C 4.12244 10.45744 17.97260 0.69
P 2.55895 10.26370 18.94880 0.44
C 2.17583 8.47573 18.80916 0.75
C 3.00295 7.49633 18.26015 -0.58
C 2.63251 6.17856 18.26643 -0.64
C 1.36122 5.79653 18.76346 -0.82
C 0.59485 6.75456 19.35194 -0.52
C 0.98572 8.10281 19.41396 -0.43
C 3.13539 10.41455 20.67421 0.27
C 3.47892 11.68055 21.10732 -0.24
C 3.80292 11.91971 22.43201 -0.37
C 3.81255 10.85093 23.35297 -0.61
C 3.63926 9.53699 22.87210 -0.75
C 3.13035 9.36084 21.56881 -0.28
C 4.11852 11.22610 16.77540 0.61
H 2.42080 13.17998 14.55945 0.36
H 4.72814 13.93913 13.90272 0.44
H 6.63272 12.54049 14.77761 0.33
H 7.41263 10.94027 16.10995 0.41
H 7.35660 9.60853 18.27214 0.50
H 5.36878 9.64561 19.48363 0.48
H 3.94360 7.74652 17.83286 0.46
H 3.33320 5.47018 17.93536 0.50
H 1.13760 4.75204 18.64109 0.45
H -0.43104 6.59184 19.77507 0.33
H 0.26753 8.85378 19.71627 0.31
H 3.46494 12.53284 20.38754 0.35
H 3.92679 12.98213 22.73918 0.34
H 4.08601 11.06114 24.38594 0.40
H 3.63060 8.68500 23.56086 0.38
H 2.86432 8.34756 21.26225 0.27
```

Output
- max |F| (eV/A) = 3.3
- total charge = +1
- frontier orbital gap (eV) = 7.433
- E_HOMO (eV) = -10.02

[2]
Below is a cluster of 3 separate species, C2H11NO2 in total in a non-equilibrium geometry, with properties calculated with ωB97M-V/def2-TZVPD.

Geometry as XYZ:
```
16
Properties=species:S:1:pos:R:3:mulliken_charge:R:1
C 3.20858 -1.52447 0.46424 -1.04
C 2.21884 -0.49080 0.96924 -0.13
N 2.30114 0.65982 0.00346 -0.55
H 4.12917 -1.10769 0.10507 0.34
H 3.32172 -2.11754 1.43658 0.27
H 2.75724 -2.07584 -0.37886 0.28
H 1.19118 -1.00711 1.12953 0.20
H 2.36809 -0.10771 1.99803 0.24
H 2.81891 0.56047 -0.88694 0.21
H 1.43873 1.01249 -0.18004 0.19
O -2.38197 1.16844 -2.81071 -0.66
H -2.28032 0.70583 -3.72120 0.33
H -3.03529 0.62100 -2.29665 0.33
O -5.97474 0.88714 1.25544 -0.64
H -6.70709 1.42745 1.05330 0.31
H -5.37418 1.38852 1.85951 0.33
```

Output
- max |F| (eV/A) = 3.3
- SMILES = CCN.O.O
- frontier orbital gap (eV) = 9.653
- E_HOMO (eV) = -8.88

[3]
Below is a structure of composition C41H59F3KN9O5S2 in a non-equilibrium geometry, with properties calculated with ωB97M-V/def2-TZVPD.

Geometry as XYZ:
```
120
Properties=species:S:1:pos:R:3:mulliken_charge:R:1
K 2.57650 0.19894 3.51041 0.88
C -1.04464 0.12717 0.05509 0.05
F -0.79089 1.43769 0.17384 0.02
F -1.80187 -0.28653 1.04903 0.02
F -1.68018 -0.05944 -1.10577 -0.06
S 0.63284 -0.73858 0.04147 0.18
O 0.32241 -2.14057 -0.18098 -0.85
O 1.39779 -0.10819 -1.01879 -0.34
O 1.15388 -0.39002 1.36175 -0.01
C 3.65616 -3.52294 1.83770 -1.36
C 2.33077 -4.29692 1.94969 0.98
C 1.90537 -4.68172 3.36378 -0.65
C 1.77973 -3.47441 4.18344 0.36
N 1.72031 -2.49209 4.77475 -0.62
H 4.33104 -3.67168 2.68367 0.40
H 3.57147 -2.44401 1.66753 0.14
H 4.25286 -3.77416 0.95441 0.42
H 2.53680 -5.21079 1.39091 0.39
H 1.55153 -3.76448 1.40854 -0.65
H 2.51696 -5.42254 3.87873 0.44
H 0.90660 -5.13008 3.35781 0.33
C 3.99898 -0.30843 -3.15044 -1.04
C 4.31521 -1.35036 -2.08677 0.44
C 5.28179 -0.87042 -0.99036 -0.64
C 4.70480 -0.21723 0.18154 -0.06
N 4.20688 0.27492 1.08981 -0.28
H 3.44043 0.53547 -2.74367 -0.05
H 3.40837 -0.70938 -3.97161 0.37
H 4.94712 0.08853 -3.52314 0.42
H 4.85899 -2.16803 -2.56482 0.47
H 3.40785 -1.78010 -1.66499 -0.37
H 5.98154 -0.18899 -1.47667 0.40
H 5.75987 -1.74428 -0.53998 0.41
C 0.04739 3.69686 -5.38427 -1.43
C 0.13791 3.42735 -3.89588 -0.04
C -0.18614 1.98051 -3.46827 1.41
C -1.50355 1.54251 -3.94889 -0.04
N -2.53525 1.19403 -4.30377 -0.73
H -0.99521 3.68758 -5.70493 0.34
H 0.59345 2.91979 -5.92615 0.31
H 0.50082 4.64229 -5.67766 0.43
H -0.43490 4.15686 -3.32177 0.14
H 1.17052 3.53111 -3.55079 0.20
H -0.25095 1.86268 -2.38607 -0.99
H 0.55986 1.28639 -3.85593 0.26
C 1.15193 5.58784 4.77039 -0.61
C 2.42969 5.11214 4.08931 -0.77
C 2.03919 4.64878 2.69587 -0.61
S 0.53610 3.66681 2.95468 0.94
O 1.00632 2.40992 3.51201 -0.68
O -0.35946 3.70127 1.82695 -0.46
C -0.07492 4.78690 4.28790 -0.76
H 1.08831 6.61034 4.38176 0.28
H 1.24837 5.72973 5.84442 0.35
H 2.89116 4.25575 4.58946 0.26
H 3.17893 5.89256 3.96696 0.42
H 2.76989 4.02438 2.18525 0.37
H 1.74211 5.49349 2.07076 0.38
H -0.48912 4.13078 5.05021 0.44
H -0.81502 5.44028 3.83747 0.32
N -1.56142 -3.39722 1.40738 1.20
C -1.51505 -3.40237 2.77268 -0.58
C -2.38402 -4.37875 3.20777 -0.99
C -3.07994 -4.85841 2.07495 -0.61
C -2.52703 -4.24720 0.96618 -0.76
H -0.96996 -2.85181 0.76752 -0.20
H -0.79540 -2.84597 3.35238 0.35
H -2.57997 -4.69564 4.22070 0.67
H -3.83966 -5.61769 2.17108 0.45
H -2.76499 -4.36326 -0.07805 0.60
N -2.20456 4.08689 -0.41988 0.50
C -2.25016 5.44470 -0.56822 -0.64
C -3.50106 5.72909 -1.09695 -0.62
C -4.18560 4.51357 -1.24914 -0.66
C -3.32384 3.48316 -0.89134 -0.60
H -1.38744 3.57778 -0.13230 0.19
H -1.39454 6.00567 -0.23374 0.45
H -3.80257 6.66026 -1.54992 0.37
H -5.20509 4.45525 -1.59513 0.41
H -3.46318 2.41636 -0.87469 0.48
N -4.07780 -1.23575 -3.59487 0.18
C -4.07903 -1.84943 -2.37919 -0.62
C -4.81268 -3.01029 -2.47133 -0.56
C -5.25517 -3.12354 -3.82650 -0.76
C -4.75392 -2.02984 -4.48560 -0.41
H -3.50053 -0.45216 -3.89049 0.31
H -3.56960 -1.39349 -1.54781 0.67
H -4.96849 -3.70787 -1.66430 0.47
H -5.82806 -3.91948 -4.26988 0.39
H -4.84601 -1.74120 -5.51981 0.38
N 1.49114 -4.63141 -1.53010 0.32
C 2.16310 -4.72809 -2.71389 -0.31
C 2.40014 -6.05978 -2.98795 -0.77
C 1.82382 -6.76647 -1.91411 -0.69
C 1.27063 -5.88753 -1.02019 -0.55
H 1.26750 -3.75425 -1.08285 0.23
H 2.47197 -3.84031 -3.23922 0.47
H 3.01385 -6.41880 -3.79544 0.40
H 1.92361 -7.82854 -1.73995 0.39
H 0.83721 -6.07675 -0.05465 0.56
N -4.35918 -1.90940 3.94214 0.18
C -5.49547 -1.44666 4.59764 -0.55
C -6.05244 -0.52233 3.74964 -0.62
C -5.25253 -0.40438 2.59548 -0.60
C -4.25472 -1.33561 2.71179 -0.07
H -3.78138 -2.64942 4.29762 0.22
H -5.68262 -1.79041 5.59871 0.40
H -6.84956 0.16108 4.00304 0.36
H -5.38197 0.30933 1.79915 0.48
H -3.40718 -1.62434 2.11363 0.23
N 2.70578 2.57265 -0.97368 1.49
C 1.78104 3.56328 -0.85483 -0.86
C 2.37434 4.74017 -1.23158 -0.61
C 3.69504 4.43179 -1.68017 -1.01
C 3.86462 3.07984 -1.49636 -0.62
H 2.56419 1.58607 -0.78762 -0.42
H 0.80831 3.45871 -0.40289 0.80
H 1.94094 5.72500 -1.30106 0.47
H 4.28798 5.25970 -2.03425 0.45
H 4.67387 2.40024 -1.70446 0.30
```

Output
- max |F| (eV/A) = 1.8
- frontier orbital gap (eV) = 6.765
- E_HOMO (eV) = -7.31

[4]
Below is the molecule C25H26ClN3O6S2 in a non-equilibrium geometry, with properties calculated with ωB97M-V/def2-TZVPD.

Geometry as XYZ:
```
63
Properties=species:S:1:pos:R:3:mulliken_charge:R:1
O 5.33794 1.28369 0.70021 -0.64
C 4.41626 0.69945 0.17799 -0.23
N 4.63258 -0.26681 -0.76264 -0.11
C 3.71701 -0.98580 -1.52842 -0.65
C 2.47874 -0.49553 -1.92194 -0.32
C 1.61250 -1.29570 -2.63788 -0.74
S 0.00625 -0.60398 -3.02026 1.53
O -0.72193 -1.55189 -3.81006 -0.71
O 0.20256 0.72315 -3.52002 -0.75
N -0.68641 -0.42009 -1.50235 0.27
C -1.39175 -1.48594 -0.93693 -0.13
C -2.69735 -1.32058 -0.48114 -0.30
C -3.37057 -2.37190 0.10874 -0.91
C -2.74465 -3.60242 0.22755 0.32
Cl -3.58426 -4.92383 0.95620 -0.24
C -1.45106 -3.78645 -0.23132 -0.99
C -0.77521 -2.72607 -0.80626 0.36
C 1.96574 -2.56581 -3.04267 -0.35
C 3.22363 -3.04641 -2.71335 -0.76
C 4.09375 -2.27543 -1.95562 1.26
O 5.33069 -2.71093 -1.59636 -0.58
C 2.97840 0.94407 0.51853 -0.19
C 2.40719 2.18382 0.25289 -0.75
C 1.05247 2.37393 0.46528 -0.74
C 0.29654 1.33991 0.98243 0.39
S -1.47957 1.53721 1.14852 1.05
O -1.99908 1.82909 -0.16220 -0.85
O -1.98352 0.38986 1.84192 -0.70
N -1.72944 2.85891 2.09216 0.59
C -1.80833 4.17131 1.50629 -0.73
C -2.88212 5.04415 2.15966 -1.03
C -2.49069 5.49845 3.56656 -0.62
C -2.85197 4.51600 4.68616 -0.69
C -2.64385 3.03325 4.35936 -0.83
C -1.41639 2.73178 3.49607 -0.76
C 0.86673 0.12632 1.31380 -0.26
C 2.21349 -0.07756 1.07387 0.03
H 5.59964 -0.55541 -0.86995 0.25
H 2.16467 0.50810 -1.70082 0.87
H -1.15823 0.47371 -1.40193 0.25
H -3.17240 -0.35773 -0.57717 0.48
H -4.37823 -2.23998 0.46943 0.44
H -0.97480 -4.74967 -0.13386 0.43
H 0.23640 -2.85679 -1.15484 0.28
H 1.26357 -3.15214 -3.61241 0.52
H 3.53044 -4.03156 -3.03600 0.27
H 5.49332 -3.58858 -1.96299 0.33
H 3.01842 2.97520 -0.15332 0.44
H 0.57841 3.30712 0.20823 0.49
H -2.04700 4.01115 0.45390 0.54
H -0.83833 4.68771 1.58240 0.33
H -3.82696 4.50289 2.18227 0.34
H -3.01273 5.92340 1.52581 0.42
H -2.98441 6.44727 3.78701 0.39
H -1.41566 5.69148 3.58065 0.29
H -3.90031 4.65372 4.95815 0.33
H -2.25574 4.77755 5.56337 0.31
H -3.50834 2.63738 3.82577 0.29
H -2.56127 2.48285 5.29767 0.41
H -0.57234 3.37874 3.76408 0.35
H -1.12126 1.69169 3.64202 0.60
H 0.23657 -0.64529 1.72630 0.66
H 2.66905 -1.02904 1.30297 0.44
```

Output
- max |F| (eV/A) = 1.1
- SMILES = O=C(Nc1cc(S(=O)(=O)Nc2ccc(Cl)cc2)ccc1O)c1ccc(S(=O)(=O)N2CCCCCC2)cc1
- frontier orbital gap (eV) = 8.498
- E_HOMO (eV) = -8.41